1.
A cluster of 5 separate species, C2H14N2O4 in total. Source: the OMol25 dataset; level of theory: wB97M-V/def2-TZVPD.

Element x y z (Å)
1 N 0.5260 -0.3926 -0.9919
2 C 1.8074 -0.7837 -1.5004
3 C 2.9189 -0.8525 -0.6818
4 N 4.1679 -0.9289 -1.3128
5 H 0.6537 0.0397 -0.0936
6 H -0.0303 -1.3066 -1.1248
7 H 1.4813 -1.2537 -2.5755
8 H 2.8475 -0.5729 0.3664
9 H 4.1364 -1.2843 -2.2193
10 H 4.7072 -1.7045 -0.9331
11 O -1.6002 -5.6682 1.1423
12 H -1.6050 -6.2548 0.3500
13 H -2.2825 -5.1290 0.8588
14 O 0.1560 6.0797 -1.7771
15 H -0.0160 5.2132 -2.1364
16 H 0.4651 6.4738 -2.6292
17 O -3.8018 -3.6125 1.2591
18 H -3.2264 -3.3090 1.8860
19 H -4.7584 -3.6505 1.7251
20 O -2.1666 5.7201 3.1804
21 H -1.4919 6.1746 2.8631
22 H -2.7958 5.4782 2.4514

**SMILES string**: N/C=C/N.O.O.O.O
**Multiplicity**: 1
**E_HOMO**: -7.5 eV
**Energy relative to the best compared isomer or geometry (same formula, charge and spin)**: 338.0 kJ/mol
**Calculated total energy**: -494.9532 a.u.


2.
A cluster of 2 separate species, C4H3NO2 in total. Source: the OMol25 dataset; level of theory: wB97M-V/def2-TZVPD.

Element x y z (Å)
1 C -0.9158 1.9547 -0.6466
2 C -0.9147 2.6638 -1.6126
3 C -0.0893 -3.6432 1.5052
4 C 2.1597 -2.8356 2.4830
5 N 1.2077 -3.2128 1.7664
6 O 3.0797 -2.4211 3.0036
7 O -0.5985 -4.1168 0.4869
8 H -1.1024 1.2818 0.1261
9 H -1.0777 3.4907 -2.3235
10 H -0.8280 -3.2791 2.1829

**Multiplicity**: 3
**E_HOMO (spin up / spin down)**: -6.8 / -10.8 eV
**Energy relative to the best compared isomer or geometry (same formula, charge and spin)**: 298.9 kJ/mol
**⟨S²⟩**: 2.0121
**Calculated total energy**: -359.2017 a.u.


3.
An isolated molecule of CH2O2S. Source: the OMol25 dataset; level of theory: wB97M-V/def2-TZVPD.

Element x y z (Å)
1 C 0.4662 0.4183 0.0112
2 O -0.9472 -1.5229 -0.9385
3 O -0.3583 0.0256 1.1629
4 S -1.0832 -0.1739 -0.4037
5 H 0.6594 1.4422 0.2081
6 H 1.2631 -0.1893 -0.0400

**Multiplicity**: 1
**E_HOMO**: -10.7 eV
**Energy relative to the best compared isomer or geometry (same formula, charge and spin)**: 262.6 kJ/mol
**Calculated total energy**: -587.8868 a.u.


4.
The ion C10H14N3 with charge +1. Source: the OMol25 dataset; level of theory: wB97M-V/def2-TZVPD.

Element x y z (Å)
1 C -2.1416 2.1712 -0.6977
2 N -1.2912 1.1941 0.0179
3 C -1.7566 0.1151 0.8336
4 N -1.6746 -1.1132 -0.0461
5 C -2.3137 -2.3233 0.3557
6 N -0.7570 -0.9576 -0.8710
7 C -0.3729 0.4794 -0.8580
8 C 1.0920 0.2935 -0.3712
9 C 1.9685 -0.3114 -1.2468
10 C 3.2334 -0.6188 -0.8586
11 C 3.7125 -0.1532 0.3530
12 C 2.8552 0.3932 1.2931
13 C 1.5092 0.5890 0.9260
14 H -2.8151 1.7816 -1.3451
15 H -2.5834 2.6156 0.1635
16 H -1.5545 2.8177 -1.1396
17 H -1.0812 -0.0063 1.7093
18 H -2.8104 0.3796 1.2282
19 H -2.5670 -2.3109 1.5235
20 H -1.5135 -3.0284 0.1356
21 H -3.1982 -2.3666 -0.1637
22 H -0.1991 0.9504 -1.7740
23 H 1.7761 -0.7474 -2.2639
24 H 3.7116 -1.1718 -1.5953
25 H 4.6255 -0.2724 0.8141
26 H 3.2856 0.6165 2.2365
27 H 0.8606 0.9843 1.6409

**SMILES string**: CN1C[N+](C)=N[C@@H]1c1ccccc1
**Multiplicity**: 1
**E_HOMO**: -12.8 eV
**Energy relative to the best compared isomer or geometry (same formula, charge and spin)**: 409.0 kJ/mol
**Total charge**: +1
**Calculated total energy**: -553.3410 a.u.